Record 1
{
  "formula": "C4H9NO2",
  "method": "ωB97M-V/def2-TZVPD",
  "smiles": "C[C@@H](O)CNC=O",
  "e_tot_ev": -9879.3469,
  "e_lumo_ev": 0.665,
  "homo_ev": -9.9,
  "de_lowest_ev": 0.714,
  "elements": ["C", "C", "O", "C", "N", "C", "O", "H", "H", "H", "H", "H", "H", "H", "H", "H"],
  "positions_angstrom": [[1.85000, -0.75966, -0.97354], [0.46348, -0.66231, -0.35570], [0.51061, -1.42132, 0.82754], [0.07945, 0.80352, -0.09515], [-1.35444, 1.03492, 0.06861], [-2.06609, 0.59249, 1.12448], [-1.63449, -0.12306, 2.01693], [1.89255, -0.30894, -1.97109], [2.12579, -1.81482, -1.04947], [2.58261, -0.26774, -0.32400], [-0.28166, -1.07155, -1.06219], [-0.22941, -1.14643, 1.39820], [0.60602, 1.14694, 0.80438], [0.39926, 1.42776, -0.93530], [-1.83016, 1.63095, -0.59131], [-3.11353, 0.93925, 1.11761]]
}



Record 2
{
  "formula": "C4H9NO2",
  "method": "ωB97M-V/def2-TZVPD",
  "e_tot_ev": -9874.9048,
  "e_lumo_ev": 0.553,
  "homo_ev": -9.2,
  "de_lowest_ev": 5.156,
  "elements": ["C", "C", "C", "O", "N", "C", "O", "H", "H", "H", "H", "H", "H", "H", "H", "H"],
  "positions_angstrom": [[-1.04816, 1.49655, -0.58419], [-0.05773, 0.30587, 0.55820], [-0.80220, -1.00851, 0.30863], [-0.29968, -1.95747, 1.19598], [1.29495, 0.53482, 0.21292], [2.07066, -0.44740, -0.27388], [1.87932, -1.67059, -0.28807], [-0.77024, 2.52914, -0.84516], [-1.89093, 1.57673, 0.10244], [-1.31892, 0.95180, -1.49077], [-0.32560, 0.76386, 1.51660], [-1.86613, -0.86439, 0.52683], [-0.68396, -1.30200, -0.74243], [0.59076, -2.16701, 0.83185], [0.20536, 1.30697, -0.36590], [3.02251, -0.04834, -0.66305]]
}



Record 3
{
  "formula": "C4H9NO2S",
  "method": "ωB97M-V/def2-TZVPD",
  "smiles": "C[C@](N)(CS)C(=O)O",
  "e_tot_ev": -20714.6209,
  "e_lumo_ev": 0.616,
  "homo_ev": -9.2,
  "de_lowest_ev": 0.412,
  "elements": ["C", "C", "C", "C", "H", "H", "H", "H", "H", "H", "H", "H", "H", "N", "O", "O", "S"],
  "positions_angstrom": [[-1.25873, -0.35512, 0.90805], [-0.03130, -0.21867, -0.06460], [1.17246, 0.48650, 0.60187], [-0.37463, 0.67097, -1.29415], [-2.07336, -0.93008, 0.45889], [-1.02447, -0.86660, 1.86711], [-1.62786, 0.64339, 1.14861], [-0.34285, -2.33055, -0.50795], [1.10053, -1.96521, 0.04139], [1.66516, -0.13084, 1.36120], [1.93384, 0.66735, -0.18102], [0.01529, 2.66552, 0.54464], [0.57198, -0.65028, -2.24960], [0.37309, -1.59234, -0.54277], [0.18794, 0.25537, -2.43232], [-1.09590, 1.61188, -1.17521], [0.80880, 2.03872, 1.51588]]
}



Record 4
{
  "formula": "C4H9NO2S",
  "method": "ωB97M-V/def2-TZVPD",
  "e_tot_ev": -20710.9579,
  "e_lumo_ev": 0.617,
  "homo_ev": -9.2,
  "de_lowest_ev": 4.075,
  "elements": ["C", "C", "C", "C", "N", "O", "O", "S", "H", "H", "H", "H", "H", "H", "H", "H", "H"],
  "positions_angstrom": [[0.75107, -1.53890, -1.12808], [-0.50558, -1.10678, -1.08490], [2.00758, -0.79407, -1.02682], [-1.75491, -0.89907, -1.03557], [-0.90109, 1.33079, 2.66808], [1.14967, 2.18633, 1.47407], [-0.86034, 1.57107, 0.17448], [0.17229, 1.13960, 1.39485], [0.80372, -2.50380, -1.58619], [2.78046, -1.51319, -0.58456], [2.42256, -0.45222, -2.05051], [1.81802, 0.00306, -0.39944], [-2.26931, -0.27411, -1.73578], [-0.48368, 1.34358, -0.67940], [-2.38993, -1.31018, -0.08481], [-1.30934, 2.29626, 2.72410], [-1.43118, 0.52163, 2.96049]]
}



Record 5
{
  "formula": "C4H9NO2S",
  "method": "ωB97M-V/def2-TZVPD",
  "smiles": "CSC(=O)OCCN",
  "e_tot_ev": -20713.4670,
  "e_lumo_ev": 0.627,
  "homo_ev": -9.4,
  "de_lowest_ev": 1.566,
  "elements": ["C", "C", "C", "C", "H", "H", "H", "H", "H", "H", "H", "H", "H", "N", "O", "O", "S"],
  "positions_angstrom": [[-0.62563, -2.78500, 0.28439], [0.37641, -0.73846, -1.23422], [1.11172, 0.94434, 0.35688], [-0.04697, 1.87825, 0.82275], [-0.88804, -3.92439, 0.22028], [0.30523, -2.66877, 1.00110], [-1.40854, -2.21777, 0.73228], [1.47948, 1.42773, -0.64785], [1.89593, 0.85490, 1.14124], [-0.55538, 1.48416, 1.69013], [0.34053, 2.83147, 1.19688], [-0.44599, 2.46868, -1.00940], [-1.34438, 1.09432, -0.62174], [-0.99225, 2.04856, -0.27114], [0.55781, 0.00232, -2.13751], [0.54947, -0.35012, 0.00492], [-0.30937, -2.35023, -1.52901]]
}



Record 6
{
  "formula": "C4H9NO2S",
  "method": "ωB97M-V/def2-TZVPD",
  "e_tot_ev": -20711.3331,
  "e_lumo_ev": [-0.286, -0.285],
  "homo_ev": [-9.0, -9.0],
  "de_lowest_ev": 3.700,
  "elements": ["C", "C", "C", "C", "N", "O", "O", "S", "H", "H", "H", "H", "H", "H", "H", "H", "H"],
  "positions_angstrom": [[0.03068, 1.38463, 0.98875], [-0.60277, 0.09036, 1.46724], [-0.68244, 0.50443, 0.06236], [-1.78097, 0.66333, -0.89866], [1.83185, -1.58731, 0.17555], [0.51942, -1.75844, -2.02682], [2.10312, 0.15199, -1.67711], [1.11126, -0.76275, -1.15501], [-0.42048, 2.33149, 1.25901], [1.10908, 1.42484, 0.94255], [0.06111, -0.71873, 1.72687], [-1.50310, 0.13034, 2.06751], [-2.60649, 1.20920, -0.43204], [-2.14866, -0.30998, -1.21470], [-1.45430, 1.22114, -1.77342], [1.61597, -2.57210, 0.20107], [2.81674, -1.40245, 0.28684]]
}



Record 7
{
  "formula": "C4H9NO3",
  "method": "ωB97M-V/def2-TZVPD",
  "smiles": "N[C@H](CO)CC(=O)O",
  "e_tot_ev": -11926.8500,
  "e_lumo_ev": 0.651,
  "homo_ev": -9.7,
  "de_lowest_ev": 0.691,
  "elements": ["C", "O", "C", "C", "C", "O", "O", "N", "H", "H", "H", "H", "H", "H", "H", "H", "H"],
  "positions_angstrom": [[1.97751, 0.54902, -0.86790], [2.02512, 1.75719, -0.12486], [0.90832, -0.37878, -0.27389], [-0.46841, 0.20455, -0.65705], [-1.64216, -0.39626, 0.06897], [-2.64665, -0.67766, -0.79561], [-1.73227, -0.63872, 1.24046], [1.14609, -0.41648, 1.17187], [2.93742, 0.03367, -0.80388], [1.73601, 0.90178, -1.86923], [0.96622, -1.36613, -0.72911], [-0.51020, 1.29372, -0.60259], [-0.56165, -0.04881, -1.70533], [-3.45481, -0.92823, -0.33162], [1.69258, -1.22587, 1.44226], [2.00764, 1.50073, 0.81377], [0.26259, -0.48812, 1.66782]]
}



Record 8
{
  "formula": "C4H9NO3",
  "method": "ωB97M-V/def2-TZVPD",
  "smiles": "O=CCCNC=O.O",
  "e_tot_ev": -11926.0738,
  "e_lumo_ev": 0.402,
  "homo_ev": -9.7,
  "de_lowest_ev": 1.468,
  "elements": ["O", "C", "N", "C", "C", "C", "O", "H", "H", "H", "H", "H", "H", "H", "H", "H", "O"],
  "positions_angstrom": [[-0.56000, 3.08274, 0.28062], [-0.76924, 2.00225, -0.21200], [0.09273, 0.94656, -0.06743], [-0.18786, -0.37023, -0.57322], [-0.01953, -1.47249, 0.48819], [-0.85972, -2.69175, 0.19034], [-1.91886, -2.69353, -0.37671], [-1.67357, 1.77064, -0.78821], [0.94088, 1.05209, 0.45523], [0.46312, -0.70959, -1.39748], [-1.18410, -0.40314, -1.01318], [-0.42738, -1.17753, 1.46469], [1.01980, -1.77499, 0.59290], [-0.42099, -3.63000, 0.59196], [2.69852, 0.88688, -0.61803], [3.97068, 0.59149, 0.34322], [3.14306, 1.07769, 0.20555]]
}



Record 9
{
  "formula": "C4H9NO3",
  "method": "ωB97M-V/def2-TZVPD",
  "smiles": "CC(=O)O.NCC=O",
  "e_tot_ev": -11926.5944,
  "e_lumo_ev": 0.549,
  "homo_ev": -9.5,
  "de_lowest_ev": 0.947,
  "elements": ["O", "C", "C", "N", "H", "H", "H", "H", "H", "H", "O", "C", "O", "C", "H", "H", "H"],
  "positions_angstrom": [[1.23464, 3.53658, -1.42578], [0.98285, 3.00201, -0.38088], [0.53152, 1.58603, -0.19829], [0.38150, 0.77260, -1.40226], [1.06328, 3.57597, 0.56468], [1.24307, 1.12908, 0.49492], [-0.38323, 1.56403, 0.39589], [-0.14090, -0.43889, -0.92246], [-0.21338, 1.25383, -2.07412], [1.27801, 0.67114, -1.87268], [-0.24972, -0.81508, 1.61902], [-0.57968, -1.61766, 0.75505], [-0.55474, -1.40411, -0.52441], [-1.07355, -2.98935, 1.17819], [-1.01698, -3.65561, 0.32088], [-0.39932, -3.30598, 1.96874], [-2.10338, -2.86458, 1.50351]]
}



Record 10
{
  "formula": "C4H9NO3P",
  "method": "ωB97M-V/def2-TZVPD",
  "s_squared": 2.01,
  "total_charge": -1,
  "e_tot_ev": -21212.0416,
  "e_lumo_ev": [4.038, 1.360],
  "homo_ev": [-0.2, -5.2],
  "de_lowest_ev": 2.384,
  "spin_multiplicity": 3,
  "elements": ["C", "C", "C", "C", "N", "O", "O", "O", "P", "H", "H", "H", "H", "H", "H", "H", "H", "H"],
  "positions_angstrom": [[0.90686, 0.42303, -1.36284], [1.31168, -0.01597, -0.00555], [0.01326, 0.56238, -0.17513], [1.27699, -1.36553, 0.66672], [-0.31823, 2.28518, 0.24537], [-1.57754, -1.76782, -0.68923], [-1.58088, -0.69360, 1.56830], [-2.68045, 0.59706, -0.35401], [-1.61476, -0.41083, -0.05745], [1.27530, 1.23591, -1.94778], [0.68558, -0.28250, -2.07011], [2.14930, 0.68075, 0.33960], [0.82350, -1.10050, 1.70761], [2.22998, -1.97477, 0.69879], [0.48691, -1.95337, 0.25241], [0.03209, 2.77437, -0.57737], [-2.13203, -1.46547, 1.46167], [-1.28754, 2.47169, 0.29899]]
}



Record 11
{
  "formula": "C4H9NO3S",
  "method": "ωB97M-V/def2-TZVPD",
  "smiles": "C=C[C@@H](NC)S(=O)(=O)O",
  "e_tot_ev": -22760.0349,
  "e_lumo_ev": 0.311,
  "homo_ev": -8.8,
  "de_lowest_ev": 1.357,
  "elements": ["C", "C", "C", "C", "N", "O", "O", "O", "S", "H", "H", "H", "H", "H", "H", "H", "H", "H"],
  "positions_angstrom": [[-0.80379, 2.48192, 0.05919], [-0.71724, 1.30794, -0.55412], [-0.83251, -2.37255, 0.17789], [-0.56616, 0.03553, 0.13199], [-1.06877, -1.08853, -0.45169], [2.11644, 0.72147, 1.25159], [2.04061, -1.43071, -0.04985], [2.10384, 0.74599, -1.23073], [1.61542, -0.05157, -0.12827], [-0.85701, 3.40235, -0.49271], [-0.83826, 2.56265, 1.13455], [-0.69315, 1.26438, -1.63461], [-1.21651, -2.33716, 1.19793], [-1.37383, -3.13719, -0.37625], [0.23070, -2.62422, 0.20217], [-0.60517, 0.03839, 1.21358], [2.42540, 1.59412, 1.00743], [-0.95999, -1.11282, -1.45811]]
}



Record 12
{
  "formula": "C4H9NO4S2",
  "method": "ωB97M-V/def2-TZVPD",
  "e_tot_ev": -35640.2261,
  "e_lumo_ev": -1.505,
  "homo_ev": -9.8,
  "de_lowest_ev": 3.943,
  "elements": ["C", "C", "C", "C", "N", "O", "O", "O", "O", "S", "S", "H", "H", "H", "H", "H", "H", "H", "H", "H"],
  "positions_angstrom": [[-0.88155, 1.68709, -0.12111], [-1.26350, 0.52206, -1.16215], [-1.25561, 0.67945, 0.98630], [-1.74830, -0.28488, -0.07045], [3.56986, -0.58167, 0.55401], [-0.40622, -2.30900, 1.26846], [-0.87847, -2.54707, -1.15708], [2.32542, 1.47878, -0.18896], [0.83542, -1.03662, -0.39512], [-0.60809, -1.73753, -0.01570], [2.62064, 0.13544, -0.56602], [0.21996, 1.99179, -0.09128], [-1.63923, 2.51180, -0.21767], [-2.12272, 0.77778, -1.96210], [-0.47287, 0.09310, -1.77521], [-0.48266, 0.04426, 1.49875], [-2.11633, 0.97928, 1.59980], [-2.76258, -0.46085, -0.17307], [3.60037, -0.37239, 1.57843], [3.46647, -1.57083, 0.41019]]
}



Q: Which formula does entry 11 have?
A: C4H9NO3S